Version P
17
Properties=species:S:1:pos:R:3 method="wB97M-V/def2-TZVPD" total_charge=+1 gap_ev="5.37 / 6.03" multiplicity=2 homo_energy_ha="-0.5333 / -0.5333"
C -0.01 -1.42 0.05
O -0.08 -1.75 -1.38
C 1.05 -0.35 0.07
C 0.51 0.83 -0.81
C -0.40 1.86 0.32
N -0.82 1.24 1.49
H 0.11 -2.38 0.60
H -0.92 -0.90 0.29
H -0.74 -2.44 -1.47
H 1.97 -0.77 -0.35
H 1.07 0.11 1.10
H -0.15 0.56 -1.70
H 1.50 1.29 -1.12
H 0.35 2.58 0.65
H -1.19 2.28 -0.34
H -1.10 -0.62 2.42
H -1.12 0.24 1.99



Version Q
17
Properties=species:S:1:pos:R:3 method="wB97M-V/def2-TZVPD" total_charge=+1 gap_ev="9.85 / 4.76" multiplicity=2 homo_energy_ha="-0.5250 / -0.5250"
C 0.66 -2.23 1.94
C -0.71 -1.56 2.25
H 1.09 -1.75 1.05
H 1.40 -2.01 2.70
H 0.45 -3.28 1.76
H -1.05 -1.83 3.25
H -1.40 -2.24 1.74
H -0.85 -0.53 1.95
C -0.48 2.62 -2.31
C 0.39 1.69 -1.35
O 0.82 2.15 -0.31
N 0.33 0.42 -1.68
H -0.76 3.50 -1.72
H -1.22 2.01 -2.80
H 0.75 -0.17 -0.98
H 0.27 0.07 -2.63
H 0.32 3.14 -2.85



Version R
17
Properties=species:S:1:pos:R:3 method="wB97M-V/def2-TZVPD" total_charge=+1 gap_ev="11.22 / 6.14" multiplicity=2 homo_energy_ha="-0.5376 / -0.5376"
N 1.07 -0.48 -1.58
C -0.40 -0.16 -1.58
C -0.77 0.18 -0.12
C 0.64 0.39 0.54
C 1.67 0.46 -0.58
H 1.42 -0.21 -2.50
H -0.41 0.82 -2.09
H -0.88 -0.94 -2.16
H -1.37 1.08 -0.04
H -1.19 -0.68 0.39
H 0.65 1.16 1.29
H 0.88 -0.55 1.03
H 1.69 1.40 -1.15
H 2.66 0.21 -0.21
H -2.20 -0.33 2.49
H -1.43 -1.13 3.50
O -2.04 -1.24 2.78



Energetically preferred structure: version R | next structure: +0.600 eV



Version P
17
Properties=species:S:1:pos:R:3 method="wB97M-V/def2-TZVPD" total_charge=+1 gap_ev="11.11 / 6.74" multiplicity=2 homo_energy_ha="-0.5529 / -0.5526"
C -0.26 2.70 -0.07
C 0.47 1.59 0.06
N -0.17 0.30 0.18
C 0.30 -0.61 1.38
C -0.14 -2.00 0.94
H 0.18 3.65 -0.51
H -1.32 2.76 0.01
H 1.57 1.67 -0.05
H -1.24 0.44 0.13
H -0.23 -0.21 2.32
H 1.39 -0.57 1.30
H -0.20 -2.02 -0.20
H -1.19 -2.44 1.08
H 0.46 -2.86 1.35
H 0.37 -0.90 -3.40
H -0.04 -0.36 -2.00
O 0.05 -1.13 -2.53



Version Q
17
Properties=species:S:1:pos:R:3 method="wB97M-V/def2-TZVPD" total_charge=+1 gap_ev="10.38 / 6.52" multiplicity=2 homo_energy_ha="-0.5350 / -0.5350"
C -0.59 1.17 2.38
C 0.45 0.41 1.48
C 0.11 0.57 0.01
C 0.29 -0.41 -0.92
N -0.14 1.83 -0.46
H -0.78 2.20 2.09
H -1.42 0.47 2.38
H -0.13 1.02 3.36
H 1.48 0.77 1.62
H 0.40 -0.66 1.67
H 0.70 -1.40 -0.77
H 0.09 -0.28 -1.98
H -0.89 2.38 -0.04
H -0.19 1.90 -1.46
H -0.04 -2.90 -2.51
H 0.76 -3.55 -3.61
O -0.12 -3.51 -3.25



Energetically preferred structure: version Q | next structure: +1.205 eV



Version P
16
Properties=species:S:1:pos:R:3 method="wB97M-V/def2-TZVPD" total_charge=0 gap_ev="7.79 / 7.45" homo_energy_ha="-0.3107 / -0.2935"
C 2.98 0.80 1.73
C 1.81 0.26 1.32
C 0.79 0.52 0.37
C 0.00 -0.60 -0.21
C -1.46 -0.25 -0.42
C -1.93 0.48 -1.61
N -2.17 -0.96 -1.49
H 3.30 0.56 2.74
H 3.70 1.34 1.11
H 1.60 -0.56 2.02
H 0.09 -1.59 0.28
H 0.45 -0.74 -1.22
H -2.01 -0.07 0.50
H -1.22 0.76 -2.39
H -2.77 1.17 -1.50
H -3.14 -1.14 -1.23



Version Q
16
Properties=species:S:1:pos:R:3 method="wB97M-V/def2-TZVPD" total_charge=0 gap_ev="8.60 / 7.86" homo_energy_ha="-0.3087 / -0.2769"
C -0.99 1.43 -1.28
N 0.08 0.60 -0.76
C -0.10 0.39 0.70
C -0.69 -1.00 0.72
C 0.46 -1.54 -0.11
C 1.67 -1.00 0.35
C 1.37 0.22 0.92
H -0.91 2.46 -0.90
H -0.92 1.47 -2.37
H -2.00 1.07 -1.00
H -0.60 1.20 1.25
H -1.66 -1.02 0.20
H -0.79 -1.50 1.69
H 0.39 -2.42 -0.74
H 2.66 -1.36 0.08
H 2.05 0.99 1.25



Version R
16
Properties=species:S:1:pos:R:3 method="wB97M-V/def2-TZVPD" total_charge=0 gap_ev="7.97 / 7.60" homo_energy_ha="-0.2861 / -0.2761"
C -1.65 -0.20 -1.05
C -0.41 0.14 -1.74
C 1.72 0.12 1.37
C 0.39 -0.15 0.67
C -0.91 0.40 1.16
C 0.47 -0.48 -0.72
N -0.66 -0.69 1.73
H -1.49 1.29 1.41
H 1.27 -1.16 -1.03
H -2.00 -1.22 -1.00
H -2.40 0.55 -0.83
H -0.23 1.21 -1.91
H -0.30 -0.39 -2.70
H 1.68 -0.16 2.43
H 1.98 1.17 1.30
H 2.52 -0.45 0.90



Version S
16
Properties=species:S:1:pos:R:3 method="wB97M-V/def2-TZVPD" total_charge=0 gap_ev=9.44 homo_energy_ha=-0.3196
C -0.32 1.77 0.43
C -0.12 0.69 1.43
C -1.21 -1.15 -0.57
C -0.37 -1.07 -1.70
C 0.91 -0.17 1.48
C 1.92 -0.18 0.47
N 2.72 -0.21 -0.38
H 0.39 1.69 -0.40
H -1.34 1.72 0.02
H -0.19 2.76 0.90
H -0.88 0.60 2.21
H -0.97 -2.09 -0.05
H 0.46 -1.74 -1.93
H -1.55 -1.50 -1.80
H -0.45 -0.21 -2.36
H 0.98 -0.92 2.26



Energetically preferred structure: version Q | next structure: +0.622 eV



Version P
16
Properties=species:S:1:pos:R:3 method="wB97M-V/def2-TZVPD" total_charge=0 gap_ev="6.13 / 7.02" homo_energy_ha="-0.1983 / -0.2297"
C -1.32 1.46 -0.11
C -0.10 0.63 0.00
C -0.05 -0.82 0.01
C -1.14 -1.72 -0.30
C 1.41 -1.11 0.00
C 2.08 0.05 -0.04
N 1.18 1.11 -0.08
H -2.12 1.03 0.51
H -1.70 1.44 -1.14
H -1.17 2.50 0.19
H -1.01 -2.75 0.02
H -2.15 -1.33 -0.27
H -0.27 -0.72 1.14
H 1.83 -2.11 0.03
H 3.14 0.25 -0.05
H 1.44 2.06 0.10



Version Q
16
Properties=species:S:1:pos:R:3 method="wB97M-V/def2-TZVPD" total_charge=0 gap_ev=10.45 smiles="C=C(C#N)C(C)C" homo_energy_ha=-0.3670
C 2.26 0.43 0.39
C 1.68 -1.88 -0.12
C 1.30 -0.57 0.05
C -0.98 -0.15 0.93
C -0.01 1.26 -1.19
C -0.10 -0.08 -0.30
N 3.01 1.30 0.53
H 2.63 -2.27 -0.07
H 0.96 -2.43 -0.59
H -1.29 -1.08 1.35
H -1.85 0.39 0.74
H -0.44 0.36 1.69
H 1.10 1.59 -1.34
H -0.68 1.99 -0.79
H -0.35 1.03 -2.27
H -0.35 -0.96 -1.05



Energetically preferred structure: version Q | next structure: +2.130 eV



Version P
16
Properties=species:S:1:pos:R:3 method="wB97M-V/def2-TZVPD" total_charge=0 gap_ev=9.24 smiles="C=C1C[C@@H]2N[C@H]2C1" homo_energy_ha=-0.3051
C 2.25 -0.03 -0.22
C 1.03 0.01 0.01
C 0.13 1.26 0.28
C -1.13 0.70 -0.30
C -1.24 -0.64 0.46
C 0.05 -1.21 0.00
H 2.84 -0.91 -0.57
H 2.72 0.80 0.44
H 0.21 2.31 -0.21
H 0.20 1.72 1.33
H -0.74 0.59 -1.30
H -2.90 -0.19 -0.91
H -1.30 -0.82 1.64
H -0.21 -1.40 -1.03
H 0.49 -2.26 0.52
N -2.40 0.08 -0.14



Version Q
16
Properties=species:S:1:pos:R:3 method="wB97M-V/def2-TZVPD" total_charge=0 gap_ev="8.08 / 7.00" smiles="C=C1[C@]2(C)C[C@]12N" homo_energy_ha="-0.2827 / -0.2713"
C 0.15 -1.84 0.47
C 0.09 0.79 0.23
C -0.40 -0.56 -0.07
N 1.27 1.09 1.01
C -1.17 0.39 0.92
C -0.21 0.64 -2.27
C 0.31 0.18 -1.12
H 1.12 1.94 1.54
H 2.06 1.28 0.40
H 0.45 -2.50 -0.34
H -0.61 -2.36 1.05
H 1.02 -1.68 1.12
H -1.13 0.17 1.98
H -2.11 0.78 0.55
H 0.33 0.53 -3.20
H -1.17 1.15 -2.29



Version R
16
Properties=species:S:1:pos:R:3 method="wB97M-V/def2-TZVPD" total_charge=0 gap_ev=9.79 homo_energy_ha=-0.3186
C -0.44 0.56 -0.11
C 0.68 0.39 1.04
C 1.14 -0.68 -0.01
C 0.58 0.15 -1.13
C 0.06 -1.70 0.15
C -1.03 -0.89 0.15
H -0.93 2.47 -0.08
H -2.37 1.61 0.20
H 0.27 -0.16 1.99
H 1.53 1.04 1.14
H 2.25 -1.03 -0.09
H 1.28 0.93 -1.58
H 0.19 -0.16 -2.05
H 0.08 -2.76 0.54
H -1.98 -1.34 0.14
N -1.32 1.57 -0.32



Energetically preferred structure: version R | next structure: +2.904 eV



Version P
7
Properties=species:S:1:pos:R:3 method="wB97M-V/def2-TZVPD" total_charge=0 gap_ev=7.49 smiles="FC(F)=C=S.Cl" homo_energy_ha=-0.3249
C -0.88 -0.60 -1.18
C -1.12 -0.58 0.11
F -1.82 0.38 0.71
F -0.63 -1.44 1.01
S -0.74 -0.62 -2.73
Cl 3.13 1.35 0.69
H 2.07 1.50 1.39



Version Q
7
Properties=species:S:1:pos:R:3 method="wB97M-V/def2-TZVPD" total_charge=0 gap_ev=7.22 homo_energy_ha=-0.3071
C -0.64 0.15 0.10
C 0.59 0.74 -0.08
F 0.76 1.73 -0.92
F 1.68 0.41 0.55
S -0.09 -2.36 -0.54
Cl -0.75 -1.16 1.27
H -1.55 0.49 -0.39



Energetically preferred structure: version P | next structure: +1.811 eV